(1)
{"formula": "HI3P2", "method": "ωB97M-V/def2-TZVPD", "largest_force_ev_per_a": 3.40, "e_lumo_ev": -1.4, "gap_ev": 6.594, "charge": 0, "relative_energy_kcal_mol": 32.2, "symbols": ["P", "P", "I", "I", "I", "H"], "coordinates": [[-1.73258, -0.20195, -2.37813], [-0.41400, -0.89459, -0.90810], [-3.30917, 0.26599, -0.65806], [-0.89420, -2.65244, 0.73093], [1.93353, -1.36681, -1.43625], [-0.13933, 0.00026, -0.02756]], "forces_ev_per_a": [[1.0, -0.6, -0.7], [0.0, -2.0, -2.0], [-0.7, 0.3, 0.7], [-0.2, -0.2, 0.0], [-0.6, 0.1, -0.3], [0.5, 2.4, 2.4]]}

=====

(2)
{"formula": "HIN3P3", "method": "ωB97M-V/def2-TZVPD", "largest_force_ev_per_a": 5.21, "e_lumo_ev": [-2.1, -2.1], "gap_ev": [7.074, 7.074], "charge": 0, "relative_energy_kcal_mol": 76.4, "symbols": ["N", "N", "N", "P", "P", "P", "I", "H"], "coordinates": [[-1.56319, -0.54803, 1.94673], [0.07761, -0.48153, -0.22103], [-0.03554, 1.95911, 0.73950], [-0.69306, 1.66570, 2.06680], [-0.83856, -1.40945, 0.97126], [-0.07341, 1.02715, -0.68095], [2.12074, -0.82076, -3.02483], [1.00540, -1.39220, -1.79748]], "forces_ev_per_a": [[-0.6, 4.6, 2.4], [-0.7, 1.1, -0.7], [-0.2, 0.3, -0.2], [-1.3, -2.7, 1.0], [1.9, -1.5, -2.1], [0.7, -1.8, 0.0], [-1.0, -0.7, 1.1], [1.2, 0.8, -1.3]]}

=====

(3)
{"formula": "HINO2S", "method": "ωB97M-V/def2-TZVPD", "largest_force_ev_per_a": 2.00, "e_lumo_ev": 2.8, "gap_ev": 6.968, "charge": -1, "relative_energy_kcal_mol": 2.5, "symbols": ["N", "O", "O", "S", "I", "H"], "coordinates": [[0.60328, -0.07916, 0.56275], [-1.87414, 0.48981, 0.70424], [-1.09621, -0.88602, -1.17845], [-0.92807, 0.37486, -0.41682], [2.44247, 1.10492, 0.10865], [0.85267, -1.00442, 0.21962]], "forces_ev_per_a": [[1.3, 1.0, 0.3], [0.1, 0.0, 0.0], [0.1, 0.1, 0.2], [0.0, 0.1, -0.3], [-1.7, -1.0, 0.2], [0.2, -0.1, -0.3]]}

=====

(4)
{"formula": "HN2O3P", "method": "ωB97M-V/def2-TZVPD", "largest_force_ev_per_a": 3.12, "e_lumo_ev": -1.4, "gap_ev": 8.398, "charge": 0, "relative_energy_kcal_mol": 29.5, "symbols": ["N", "N", "O", "O", "O", "P", "H"], "coordinates": [[1.04295, 0.00896, -0.99109], [-0.26536, 0.54300, 1.00279], [-0.18469, 1.65296, 1.37220], [1.56774, -0.85451, -1.64499], [-0.07084, -0.47845, 1.62683], [-0.69859, 0.17905, -0.83265], [-1.39121, -1.05101, -0.53308]], "forces_ev_per_a": [[1.4, -1.2, -0.9], [-0.8, -2.5, -1.7], [0.2, 2.1, 0.8], [-0.6, 0.7, 0.6], [0.1, 0.0, 0.6], [-1.0, 0.7, 0.8], [0.8, 0.1, -0.1]]}

=====

(5)
{"formula": "HN2O3S", "method": "ωB97M-V/def2-TZVPD", "largest_force_ev_per_a": 3.82, "e_lumo_ev": [2.3, 2.3], "gap_ev": [4.997, 5.006], "charge": -1, "relative_energy_kcal_mol": 90.3, "symbols": ["N", "N", "O", "O", "O", "S", "H"], "coordinates": [[-0.45339, -0.76262, 0.54966], [0.27113, -1.62859, -0.02764], [-0.14568, -2.70191, -0.61033], [3.34395, 1.07326, -1.07911], [4.33113, -0.59980, 0.45993], [3.14950, 0.14236, 0.01417], [0.15791, -0.05493, 0.82170]], "forces_ev_per_a": [[-2.5, -2.6, -1.1], [1.9, -0.7, -1.1], [-0.5, 2.1, 1.5], [-0.1, -0.5, 0.4], [-1.3, 0.8, -0.6], [1.0, -0.5, 0.2], [1.6, 1.4, 0.7]]}

=====

(6)
{"formula": "HN2O4S", "method": "ωB97M-V/def2-TZVPD", "largest_force_ev_per_a": 3.85, "e_lumo_ev": 3.8, "gap_ev": 9.024, "charge": -1, "relative_energy_kcal_mol": 37.5, "symbols": ["N", "N", "O", "O", "O", "O", "S", "H"], "coordinates": [[0.63683, 0.13839, -0.24660], [0.10825, 0.33629, -1.41292], [0.76797, 0.45844, -2.46510], [0.04773, 0.05708, 2.68427], [-1.12947, 0.44992, -1.40482], [-1.33855, -1.52511, 1.45654], [-0.85925, -0.14915, 1.55705], [1.76648, 0.23414, -0.16842]], "forces_ev_per_a": [[3.4, -0.1, 1.7], [0.0, 0.7, -0.2], [0.3, -0.1, 0.3], [-0.2, 0.0, -0.7], [-0.3, -0.3, -0.4], [0.4, 0.9, -0.2], [0.0, -0.7, 0.6], [-3.6, -0.4, -1.1]]}

=====

(7)
{"formula": "HN2O5S", "method": "ωB97M-V/def2-TZVPD", "largest_force_ev_per_a": 4.56, "e_lumo_ev": 4.0, "gap_ev": 10.239, "charge": -1, "relative_energy_kcal_mol": 32.0, "symbols": ["N", "N", "O", "O", "O", "O", "O", "S", "H"], "coordinates": [[-0.71596, 0.23720, -0.98304], [-1.36546, -0.13602, 0.15737], [1.00740, -0.63857, -2.83209], [-2.54065, -0.21620, 0.10523], [-0.63231, -0.30395, 1.08142], [-0.86998, -2.07707, -2.06657], [1.19301, -1.83989, -0.78781], [0.29537, -1.34145, -1.80420], [-1.42649, 0.23277, -1.76586]], "forces_ev_per_a": [[0.7, -0.9, -2.9], [2.8, 0.6, -2.4], [-0.7, 0.1, -0.9], [-3.8, -0.4, 0.8], [0.4, -0.6, 2.5], [-1.9, -1.7, -1.2], [-0.8, -0.1, 0.0], [2.6, 2.6, 2.7], [0.6, 0.2, 1.4]]}

=====

(8)
{"formula": "HN2P", "method": "ωB97M-V/def2-TZVPD", "largest_force_ev_per_a": 8.06, "e_lumo_ev": [-0.8, -0.7], "gap_ev": [7.855, 7.856], "charge": 0, "relative_energy_kcal_mol": 42.1, "symbols": ["N", "N", "P", "H"], "coordinates": [[-0.30510, 1.71605, -0.72499], [-0.18932, 0.56127, -0.53724], [0.26837, -0.31792, 0.64044], [0.22605, -1.95941, 0.62179]], "forces_ev_per_a": [[-0.1, -3.5, -1.1], [-1.6, 6.4, -3.1], [2.2, -5.5, 5.5], [-0.4, 2.5, -1.3]]}

=====

(9)
{"formula": "HN3O", "method": "ωB97M-V/def2-TZVPD", "largest_force_ev_per_a": 4.98, "e_lumo_ev": -0.5, "gap_ev": 8.900, "charge": 0, "relative_energy_kcal_mol": 20.4, "symbols": ["N", "N", "N", "O", "H"], "coordinates": [[-1.90760, 0.44973, -0.19957], [-0.96435, 0.45301, 0.38588], [0.70599, -0.32370, -0.39913], [1.14198, -1.24157, 0.21520], [1.02398, 0.66253, -0.00238]], "forces_ev_per_a": [[2.2, 0.1, 1.6], [-4.9, 0.8, -0.8], [1.9, 0.4, -0.8], [0.4, 0.1, 0.3], [0.4, -1.4, -0.3]]}

=====

(10)
{"formula": "HN3O2", "method": "ωB97M-V/def2-TZVPD", "largest_force_ev_per_a": 5.64, "e_lumo_ev": -1.3, "gap_ev": 8.798, "charge": 0, "relative_energy_kcal_mol": 92.5, "symbols": ["N", "N", "N", "O", "O", "H"], "coordinates": [[0.20398, -0.09874, 0.32603], [1.10914, 0.59530, 0.01108], [2.34162, -0.45400, 0.29624], [3.35781, -0.27149, -0.27438], [1.21750, 1.78451, -0.31863], [-0.80338, 0.17237, 0.20012]], "forces_ev_per_a": [[-4.5, -3.3, 0.7], [1.9, 3.7, -0.8], [4.0, -0.1, -1.1], [-3.3, 0.2, 1.3], [0.4, -1.3, -0.1], [1.5, 0.8, 0.0]]}

=====

(11)
{"formula": "HN3O3", "method": "ωB97M-V/def2-TZVPD", "largest_force_ev_per_a": 3.49, "e_lumo_ev": 0.1, "gap_ev": 11.857, "charge": 0, "relative_energy_kcal_mol": 14.9, "symbols": ["N", "N", "N", "O", "O", "O", "H"], "coordinates": [[0.76967, 2.34156, 1.49552], [0.14911, 1.70478, 0.86548], [0.24241, -1.09098, -0.44350], [-0.80679, -0.32950, -1.02741], [0.58384, -2.05075, -1.02218], [0.51534, -0.73658, 0.64124], [-1.45357, 0.16147, -0.50915]], "forces_ev_per_a": [[0.0, -0.1, 0.0], [-0.1, 0.8, 0.1], [-2.9, 0.5, 1.4], [0.4, -1.0, -3.3], [0.4, -0.3, -1.7], [1.4, 0.3, 2.0], [0.9, -0.2, 1.5]]}

=====

(12)
{"formula": "HN3O4", "method": "ωB97M-V/def2-TZVPD", "largest_force_ev_per_a": 5.39, "e_lumo_ev": [0.0, -4.6], "spin_multiplicity": 3, "gap_ev": [7.808, 6.733], "charge": 0, "relative_energy_kcal_mol": 66.0, "symbols": ["N", "N", "N", "O", "O", "O", "O", "H"], "coordinates": [[0.24604, -0.13806, -0.70062], [1.05613, 0.58781, 0.06170], [-1.32621, -0.35795, 0.09090], [0.61310, 1.63948, 0.60358], [-1.96037, 0.58082, 0.12485], [2.18058, 0.19471, 0.24654], [-1.36697, -1.45983, 0.41877], [0.55769, -1.04697, -0.84572]], "forces_ev_per_a": [[3.0, 3.3, -3.0], [-0.1, 2.2, 1.4], [-1.7, 0.9, 0.7], [-0.1, -1.8, -1.3], [-3.8, 3.3, 0.5], [1.8, -1.0, 0.1], [-0.8, -4.8, 1.7], [1.6, -2.1, -0.1]]}

=====

(13)
{"formula": "HN3P2", "method": "ωB97M-V/def2-TZVPD", "largest_force_ev_per_a": 4.68, "e_lumo_ev": -1.4, "gap_ev": 7.740, "charge": 0, "relative_energy_kcal_mol": 13.8, "symbols": ["N", "N", "N", "P", "P", "H"], "coordinates": [[-0.41012, -0.31837, -1.47728], [0.52230, -0.86841, -0.84831], [-0.60686, 0.67000, 0.82382], [-1.41690, 0.74532, -0.60572], [0.48951, -0.49568, 0.86124], [1.42207, 0.26714, 1.24626]], "forces_ev_per_a": [[0.0, -0.9, -0.4], [1.3, -0.1, -0.3], [-3.1, 1.2, -1.3], [0.7, 0.8, 2.2], [-3.1, -3.1, -1.1], [4.1, 2.1, 0.8]]}

=====

(14)
{"formula": "HN4O4", "method": "ωB97M-V/def2-TZVPD", "largest_force_ev_per_a": 4.98, "e_lumo_ev": [2.4, 2.7], "gap_ev": [7.216, 4.806], "charge": -1, "relative_energy_kcal_mol": 30.1, "symbols": ["N", "N", "N", "N", "O", "O", "O", "O", "H"], "coordinates": [[-2.00983, 1.96360, -0.31888], [-0.39083, -0.92214, 0.12734], [0.38827, 0.00841, 0.58375], [1.63380, 0.16604, 0.13375], [-0.11572, -1.96420, -0.51303], [2.36096, 0.84331, 0.86395], [-2.46936, 0.86025, -0.20222], [1.98754, -0.28605, -0.95120], [-1.38483, -0.66921, 0.27655]], "forces_ev_per_a": [[-1.8, -4.4, 0.5], [-1.5, -0.4, -0.7], [0.7, 2.0, 1.8], [-1.3, -0.4, -0.2], [0.1, -1.1, -0.6], [0.7, 0.5, 0.5], [1.6, 4.7, -0.6], [0.5, -0.4, -0.8], [0.9, -0.4, 0.0]]}

=====

(15)
{"formula": "HN4O4S", "method": "ωB97M-V/def2-TZVPD", "largest_force_ev_per_a": 5.17, "e_lumo_ev": [2.3, 2.3], "gap_ev": [7.531, 7.533], "charge": -1, "relative_energy_kcal_mol": 66.3, "symbols": ["N", "N", "N", "N", "O", "O", "O", "O", "S", "H"], "coordinates": [[-2.39612, -0.32374, 0.62265], [0.69676, 0.51257, -0.34894], [-3.36488, 0.36921, 0.21981], [1.63917, 1.12482, 0.35832], [-3.19948, 1.37312, -0.56454], [2.70461, 0.54150, 0.40270], [-4.54056, 0.16821, 0.70939], [1.41706, 2.18051, 0.89891], [-0.99266, 1.23480, -0.57157], [0.65985, -0.35636, -0.81883]], "forces_ev_per_a": [[2.3, 1.5, -1.4], [-4.3, 2.8, -0.3], [-2.0, 1.8, 0.6], [0.4, -1.4, -0.2], [-0.4, -0.4, 0.1], [1.4, -0.5, 0.1], [1.5, -0.5, -0.7], [-0.5, 0.5, 0.0], [-0.2, -2.7, 1.6], [1.8, -1.0, 0.1]]}

=====

(16)
{"formula": "HN5", "method": "ωB97M-V/def2-TZVPD", "largest_force_ev_per_a": 6.35, "e_lumo_ev": [-0.7, -0.7], "gap_ev": [9.547, 9.542], "charge": 0, "relative_energy_kcal_mol": 53.8, "symbols": ["N", "N", "N", "N", "N", "H"], "coordinates": [[0.58451, 1.38883, 0.08556], [-0.62344, 1.08832, -0.44956], [1.38031, 0.65284, 0.44590], [-0.88809, -0.09776, -0.41099], [-0.15623, -0.98202, 0.13762], [-0.29706, -2.05020, 0.19146]], "forces_ev_per_a": [[3.7, -0.4, 1.4], [-3.6, 3.5, -2.2], [-0.5, -0.6, 0.3], [0.0, -6.2, 1.3], [1.0, 1.1, -0.1], [-0.6, 2.6, -0.8]]}

=====

(17)
{"formula": "HNO2S2", "method": "ωB97M-V/def2-TZVPD", "largest_force_ev_per_a": 7.86, "e_lumo_ev": -1.0, "gap_ev": 9.070, "charge": 0, "relative_energy_kcal_mol": 59.2, "symbols": ["N", "O", "O", "S", "S", "H"], "coordinates": [[-1.04270, 0.26585, -0.06222], [-0.19757, 1.37280, 0.60334], [-2.16116, 0.45468, -0.40212], [1.57460, -0.95253, 0.51757], [-0.20668, -1.17426, -0.38851], [2.03352, 0.03346, -0.26806]], "forces_ev_per_a": [[2.9, 6.5, 3.3], [-3.7, -4.8, -2.9], [0.5, -0.6, 0.1], [-0.1, 0.0, 0.1], [0.3, -1.0, -0.5], [0.0, 0.0, -0.1]]}

=====

(18)
{"formula": "HNO2S4", "method": "ωB97M-V/def2-TZVPD", "largest_force_ev_per_a": 1.76, "e_lumo_ev": [-2.8, -2.8], "gap_ev": [6.229, 6.257], "charge": 0, "relative_energy_kcal_mol": 33.6, "symbols": ["N", "O", "O", "S", "S", "S", "S", "H"], "coordinates": [[-0.48406, -0.13016, 0.11961], [-1.94053, -1.94352, -0.56529], [0.01067, -2.65370, 0.79272], [-1.69873, 0.82967, -0.38339], [-3.18730, -0.39302, 0.36575], [-4.85067, 0.51163, 0.03402], [-0.45348, -2.03230, -0.42927], [0.36532, 0.13147, 0.55737]], "forces_ev_per_a": [[-0.5, -0.9, -1.3], [-0.5, -1.2, -1.0], [0.0, 0.2, -0.4], [0.5, -1.0, 0.9], [-0.2, 1.5, 0.8], [0.6, -0.7, -0.5], [-0.3, 1.1, 0.9], [0.5, 0.9, 0.5]]}

=====

(19)
{"formula": "HNO3S", "method": "ωB97M-V/def2-TZVPD", "largest_force_ev_per_a": 4.67, "e_lumo_ev": -0.5, "gap_ev": 10.153, "charge": 0, "relative_energy_kcal_mol": 26.8, "symbols": ["N", "O", "O", "O", "S", "H"], "coordinates": [[-1.01892, -0.56950, 0.28765], [-0.26971, -0.29871, -0.89689], [-2.16692, -0.52661, 0.06209], [1.06182, 1.70243, 0.16837], [1.24013, 0.39434, -0.33607], [1.15360, -0.70195, 0.71485]], "forces_ev_per_a": [[-1.9, 0.1, -0.4], [1.2, 1.0, 0.6], [1.2, -0.3, 0.4], [-0.7, 1.8, 1.3], [0.0, -4.6, -1.0], [0.3, 2.0, -0.9]]}

=====

(20)
{"formula": "HNO4", "method": "ωB97M-V/def2-TZVPD", "largest_force_ev_per_a": 4.98, "e_lumo_ev": 6.5, "gap_ev": 6.846, "charge": -2, "relative_energy_kcal_mol": 62.1, "symbols": ["N", "O", "O", "O", "O", "H"], "coordinates": [[3.62681, 0.24679, -0.07492], [3.90551, 0.79211, -1.14713], [3.25454, -1.49236, 0.02653], [-6.63796, -0.03330, -0.04839], [3.48316, 0.72570, 1.03450], [-7.63205, -0.23893, 0.20940]], "forces_ev_per_a": [[-1.4, -4.8, 0.4], [-0.3, -0.5, 2.0], [1.2, 4.4, -0.9], [-3.0, -0.6, 0.7], [0.6, 0.8, -1.5], [2.9, 0.6, -0.8]]}